1.
{
  "formula": "C30H60O10",
  "method": "the ωB97M-V functional and the def2-TZVPD basis",
  "species": ["C", "C", "C", "O", "H", "H", "H", "H", "H", "H", "C", "C", "C", "O", "H", "H", "H", "H", "H", "H", "C", "C", "C", "O", "H", "H", "H", "H", "H", "H", "C", "C", "C", "O", "H", "H", "H", "H", "H", "H", "C", "C", "C", "O", "H", "H", "H", "H", "H", "H", "C", "C", "C", "O", "H", "H", "H", "H", "H", "H", "C", "C", "C", "O", "H", "H", "H", "H", "H", "H", "C", "C", "C", "O", "H", "H", "H", "H", "H", "H", "C", "C", "C", "O", "H", "H", "H", "H", "H", "H", "C", "C", "C", "O", "H", "H", "H", "H", "H", "H"],
  "coordinates": [[-0.739, 2.637, 4.903], [-0.915, 3.743, 5.915], [0.041, 4.897, 5.861], [-1.746, 3.685, 6.788], [0.271, 2.238, 4.959], [-0.956, 2.987, 3.893], [-1.476, 1.867, 5.130], [0.963, 4.614, 6.375], [-0.388, 5.737, 6.410], [0.286, 5.232, 4.854], [4.137, -2.940, -1.280], [5.438, -2.887, -0.503], [5.354, -3.234, 0.970], [6.486, -2.687, -1.059], [3.326, -2.420, -0.766], [3.871, -3.994, -1.388], [4.280, -2.491, -2.260], [4.809, -2.476, 1.527], [6.355, -3.301, 1.391], [4.827, -4.187, 1.050], [-0.981, 5.353, 1.805], [-0.228, 5.289, 0.504], [1.263, 5.473, 0.508], [-0.838, 5.197, -0.531], [-1.546, 4.433, 1.951], [-1.678, 6.188, 1.733], [-0.341, 5.508, 2.672], [1.765, 4.585, 0.903], [1.543, 6.310, 1.152], [1.600, 5.677, -0.504], [-2.992, -2.627, 0.747], [-4.066, -3.603, 0.324], [-3.979, -4.206, -1.062], [-4.957, -3.915, 1.066], [-3.364, -2.107, 1.627], [-2.779, -1.928, -0.060], [-2.092, -3.188, 1.010], [-3.219, -3.713, -1.674], [-4.934, -4.025, -1.560], [-3.803, -5.277, -1.012], [1.581, -6.015, -0.692], [0.882, -5.326, 0.459], [-0.188, -6.089, 1.190], [1.088, -4.165, 0.708], [2.362, -5.362, -1.073], [0.854, -6.221, -1.481], [1.979, -6.983, -0.380], [-0.686, -5.429, 1.898], [0.161, -6.995, 1.683], [-0.957, -6.399, 0.470], [-3.902, 3.645, -0.621], [-4.952, 3.825, -1.692], [-4.556, 4.634, -2.896], [-6.046, 3.341, -1.586], [-4.417, 3.579, 0.342], [-3.228, 4.499, -0.545], [-3.310, 2.740, -0.744], [-4.012, 5.541, -2.651], [-5.410, 4.819, -3.543], [-3.862, 3.997, -3.469], [-1.196, -2.557, -4.385], [-0.950, -2.370, -2.903], [0.105, -3.216, -2.232], [-1.636, -1.626, -2.249], [-0.285, -2.890, -4.891], [-1.443, -1.593, -4.834], [-1.999, -3.269, -4.560], [1.015, -2.630, -2.079], [0.369, -4.115, -2.786], [-0.276, -3.505, -1.255], [0.217, -0.857, 0.694], [-0.006, 0.409, 1.471], [-0.560, 1.570, 0.694], [0.297, 0.499, 2.641], [-0.470, -0.953, -0.153], [0.110, -1.737, 1.326], [1.216, -0.888, 0.243], [-0.671, 2.434, 1.348], [-1.534, 1.314, 0.276], [0.124, 1.830, -0.117], [-0.183, 1.079, -3.664], [0.312, 2.238, -4.485], [-0.067, 2.244, -5.949], [0.952, 3.144, -3.999], [0.137, 1.174, -2.632], [0.161, 0.140, -4.100], [-1.276, 1.106, -3.718], [-0.696, 1.391, -6.221], [0.791, 2.246, -6.616], [-0.646, 3.152, -6.128], [3.096, -1.092, 3.146], [3.494, 0.308, 2.718], [4.159, 0.452, 1.360], [3.369, 1.262, 3.448], [2.531, -1.562, 2.338], [2.406, -0.989, 3.981], [3.987, -1.650, 3.423], [4.434, 1.492, 1.200], [3.539, 0.058, 0.554], [5.093, -0.122, 1.347]],
  "forces_ev_per_a": [[-0.62, 0.01, 0.29], [0.17, -0.23, -0.12], [0.03, 0.67, 0.22], [-0.27, -0.03, 0.09], [0.06, -0.03, -0.24], [0.32, 0.11, -0.02], [0.18, -0.13, 0.02], [0.07, -0.07, -0.14], [0.03, -0.09, -0.02], [0.08, -0.22, -0.05], [0.12, 0.31, 0.03], [-0.22, -0.28, 0.10], [0.28, 0.10, -0.28], [0.19, 0.20, -0.02], [-0.02, -0.18, 0.13], [-0.09, 0.11, -0.03], [0.06, -0.10, -0.05], [-0.25, -0.04, -0.08], [0.00, -0.14, -0.07], [-0.04, 0.03, 0.24], [0.13, -0.08, 0.40], [0.20, 0.54, 0.07], [0.16, 0.05, 0.08], [-0.28, -0.27, -0.48], [-0.12, 0.07, -0.04], [-0.11, -0.06, 0.03], [0.04, -0.03, -0.07], [-0.04, 0.00, 0.00], [-0.06, -0.06, 0.05], [0.04, -0.14, -0.05], [-0.52, -0.01, 0.06], [0.46, -0.06, -0.18], [-0.02, 0.58, -0.41], [-0.44, -0.15, 0.33], [0.17, 0.05, 0.06], [0.20, -0.03, 0.01], [0.12, 0.08, -0.12], [0.09, -0.17, 0.14], [-0.03, -0.21, 0.09], [-0.02, -0.08, 0.05], [-0.06, -0.09, 0.30], [-0.33, -0.39, -0.36], [-0.58, 0.05, -0.11], [0.32, 0.49, 0.21], [0.01, -0.14, -0.03], [-0.01, 0.04, 0.02], [0.09, 0.06, -0.03], [0.19, -0.06, 0.15], [0.17, 0.02, 0.00], [0.19, -0.07, -0.01], [-0.19, 0.45, 0.79], [0.53, 0.34, 0.07], [0.27, -0.58, -0.57], [-0.57, -0.29, 0.02], [-0.03, -0.23, -0.13], [0.15, -0.12, -0.29], [-0.02, -0.04, -0.25], [-0.04, 0.09, 0.10], [-0.09, 0.14, 0.13], [-0.01, 0.22, 0.11], [0.88, 0.61, -0.23], [-0.16, -0.73, -0.30], [-0.07, -0.08, 0.07], [-0.17, 0.50, 0.16], [-0.17, -0.26, 0.09], [-0.36, -0.09, 0.12], [-0.07, -0.07, 0.05], [-0.03, 0.01, 0.01], [-0.03, 0.09, -0.19], [0.10, 0.13, 0.09], [-0.24, -0.56, -0.46], [0.40, 0.06, 0.13], [-0.07, 0.29, 0.27], [-0.18, -0.06, -0.21], [-0.04, 0.10, 0.14], [0.12, 0.06, 0.08], [0.06, 0.19, 0.22], [0.03, -0.04, 0.00], [0.05, -0.04, -0.15], [-0.10, -0.06, -0.11], [-0.19, 0.27, -0.09], [0.51, 0.27, 0.09], [-0.56, -0.15, -0.14], [-0.13, -0.26, -0.15], [0.03, -0.04, 0.05], [-0.05, -0.05, 0.01], [0.03, -0.26, 0.10], [0.08, 0.07, 0.10], [0.21, 0.13, 0.17], [0.10, 0.03, -0.10], [-0.73, 0.80, -0.12], [0.39, -0.06, 0.06], [0.28, -0.03, 0.19], [-0.09, -0.04, -0.06], [0.32, -0.30, -0.02], [0.20, -0.12, 0.16], [-0.01, -0.20, -0.04], [-0.22, 0.03, -0.13], [-0.07, 0.10, 0.00], [-0.12, -0.08, 0.06]],
  "lowdin_charge": [-0.017, -0.507, -0.023, 0.069, 0.088, 0.058, 0.087, 0.093, 0.084, 0.057, -0.019, -0.497, -0.008, 0.078, 0.064, 0.066, 0.085, 0.040, 0.088, 0.088, -0.015, -0.513, -0.011, 0.061, 0.067, 0.096, 0.059, 0.088, 0.086, 0.084, -0.012, -0.500, -0.011, 0.076, 0.089, 0.061, 0.077, 0.052, 0.091, 0.082, -0.013, -0.506, -0.013, 0.047, 0.054, 0.085, 0.090, 0.082, 0.087, 0.089, -0.021, -0.511, -0.021, 0.073, 0.088, 0.054, 0.073, 0.081, 0.080, 0.089, -0.012, -0.502, -0.007, 0.044, 0.083, 0.073, 0.091, 0.089, 0.079, 0.067, -0.024, -0.471, 0.004, 0.075, 0.055, 0.075, 0.076, 0.059, 0.083, 0.090, -0.023, -0.499, -0.022, 0.071, 0.070, 0.075, 0.096, 0.071, 0.085, 0.089, -0.024, -0.500, -0.014, 0.068, 0.064, 0.085, 0.080, 0.082, 0.067, 0.081],
  "orbital_gap_ha": 0.342,
  "e_tot_ev": -52557.360,
  "smiles": "CC(C)=O.CC(C)=O.CC(C)=O.CC(C)=O.CC(C)=O.CC(C)=O.CC(C)=O.CC(C)=O.CC(C)=O.CC(C)=O",
  "molar_mass_da": 580.80,
  "de_lowest_ev": 0.870
}

***

2.
{
  "formula": "C10H21AlCl2OP",
  "method": "the ωB97M-V functional and the def2-TZVPD basis",
  "species": ["Al", "Cl", "Cl", "C", "H", "H", "C", "C", "H", "C", "H", "C", "H", "H", "C", "H", "H", "C", "H", "H", "H", "H", "C", "P", "C", "C", "O", "H", "H", "H", "H", "H", "H", "H", "H", "H"],
  "coordinates": [[0.687, -0.373, -0.038], [0.746, -2.565, -0.197], [1.908, 1.177, 1.026], [2.212, -0.174, -1.312], [3.033, 0.565, -1.343], [2.582, -1.160, -1.639], [-0.905, 0.459, -1.128], [0.868, 0.271, -1.894], [-1.575, 0.388, -0.234], [0.653, -0.570, -3.167], [0.835, 1.368, -2.054], [-0.495, -0.171, -4.087], [1.582, -0.543, -3.755], [0.566, -1.608, -2.838], [-1.849, -0.092, -3.358], [-0.274, 0.833, -4.519], [-0.519, -0.872, -4.936], [-1.711, 0.971, -2.234], [-2.607, 0.233, -4.083], [-2.127, -1.081, -2.942], [-1.234, 1.870, -2.688], [-2.731, 1.232, -1.882], [-1.312, 1.861, 2.431], [-0.802, 0.153, 2.722], [0.567, 0.179, 3.884], [-2.153, -0.773, 3.450], [-0.426, -0.572, 1.423], [-1.923, 1.931, 1.525], [-0.429, 2.490, 2.315], [-1.899, 2.197, 3.291], [0.258, 0.665, 4.817], [0.859, -0.861, 4.072], [1.405, 0.712, 3.423], [-2.969, -0.836, 2.722], [-1.779, -1.783, 3.654], [-2.499, -0.296, 4.375]],
  "forces_ev_per_a": [[-0.24, -0.50, 1.55], [-0.09, -0.99, 0.16], [-0.01, 1.32, 1.63], [-0.21, -0.34, -0.48], [-0.91, -0.16, 0.40], [-0.60, 0.47, -0.26], [0.55, -0.33, 1.44], [0.61, 1.45, -3.38], [1.63, -0.51, -0.28], [-0.44, 0.16, 0.01], [0.30, -0.76, -0.26], [-0.29, 0.12, 0.00], [-0.06, 0.23, 0.24], [-0.20, 0.00, -0.01], [0.29, 0.47, -0.59], [-0.14, -0.47, 0.21], [-0.10, 0.07, 0.10], [0.03, -0.64, -0.97], [-0.14, -0.14, -0.10], [0.10, 0.59, -0.06], [-0.44, 0.04, -0.24], [0.55, 0.08, -0.03], [-0.31, -0.14, 0.33], [1.05, -0.23, -2.02], [-0.25, -0.11, 0.36], [-0.10, 0.05, 0.17], [-0.69, 0.43, 2.15], [0.21, -0.14, 0.08], [0.03, -0.16, -0.11], [0.00, 0.10, 0.02], [0.10, -0.12, -0.07], [-0.03, 0.19, 0.03], [-0.22, -0.08, -0.02], [0.16, 0.03, 0.15], [-0.13, 0.19, -0.02], [0.01, -0.16, -0.14]],
  "nbo_charge": [1.665, -0.627, -0.657, -0.962, 0.214, 0.209, -0.943, -0.329, 0.246, -0.416, 0.234, -0.394, 0.197, 0.224, -0.405, 0.174, 0.183, -0.425, 0.162, 0.201, 0.142, 0.190, -1.018, 1.988, -1.029, -1.004, -1.141, 0.278, 0.285, 0.220, 0.225, 0.251, 0.309, 0.262, 0.259, 0.231],
  "orbital_gap_ha": 0.160,
  "charge": -1,
  "e_tot_ev": -53690.990,
  "molar_mass_da": 286.14,
  "de_lowest_ev": 0.319
}

***

3.
{
  "formula": "C4H8N2O",
  "method": "the ωB97M-V functional and the def2-TZVPD basis",
  "species": ["H", "N", "C", "C", "O", "N", "C", "C", "H", "H", "H", "H", "H", "H", "H"],
  "coordinates": [[-1.202, 1.341, -2.556], [-1.417, 0.450, -2.134], [-0.590, 0.165, -1.110], [0.366, 1.420, -0.777], [-0.152, 2.787, -0.754], [-0.232, -0.722, -0.166], [0.604, -1.523, 0.505], [0.115, -1.823, 1.813], [1.091, 1.516, -1.621], [0.988, 1.210, 0.063], [-0.980, 2.760, -0.176], [1.672, -1.689, 0.335], [-0.128, -2.908, 1.983], [-0.913, -1.257, 1.874], [0.778, -1.727, 2.722]],
  "forces_ev_per_a": [[0.27, 0.37, 0.63], [1.17, -3.88, 2.96], [1.16, 5.03, -2.19], [0.70, 1.13, -1.72], [-1.95, -1.91, 1.34], [0.87, -3.54, 0.28], [-2.04, 4.35, -2.59], [-2.84, -1.28, 3.40], [-0.51, -0.54, 0.34], [0.09, 0.03, 1.10], [1.61, 0.21, -1.11], [-0.32, -0.21, -1.09], [0.00, 0.58, -0.72], [2.13, -1.14, 0.57], [-0.33, 0.79, -1.19]],
  "nbo_charge": [0.359, -0.717, 0.412, -0.122, -0.712, -0.427, 0.161, -0.700, 0.189, 0.158, 0.469, 0.194, 0.244, 0.252, 0.241],
  "orbital_gap_ha": 0.330,
  "e_tot_ev": -9301.614,
  "smiles": "[H]/N=C(CO)/N=C/C",
  "molar_mass_da": 100.12,
  "de_lowest_ev": 4.779
}

***

4.
{
  "formula": "C3H3Cl3Si",
  "method": "the ωB97M-V functional and the def2-TZVPD basis",
  "species": ["C", "C", "C", "Si", "Cl", "Cl", "Cl", "H", "H", "H"],
  "coordinates": [[0.380, 0.966, -0.470], [0.348, -0.443, -0.860], [0.269, 2.342, -0.153], [-0.193, -1.676, 0.490], [0.109, -1.140, 2.391], [-2.170, -1.463, 0.275], [0.385, -3.546, 0.270], [0.516, -0.604, -1.911], [-0.702, 2.676, -0.413], [1.059, 2.888, 0.381]],
  "forces_ev_per_a": [[0.42, 5.79, 1.76], [0.21, -0.97, 1.30], [0.89, -6.36, -1.11], [0.47, 1.86, -1.49], [0.58, 0.40, 0.67], [-1.33, -0.20, -0.19], [0.41, -1.25, -0.37], [-0.43, -0.53, -0.20], [-0.55, 1.44, -0.39], [-0.66, -0.17, 0.01]],
  "lowdin_spin": [0.809, 0.802, 0.119, 0.091, 0.008, 0.064, 0.011, 0.042, 0.029, 0.025],
  "s_squared": 2.011,
  "spin_multiplicity": 3,
  "orbital_gap_ha": [0.255, 0.264],
  "e_tot_ev": -48602.918,
  "molar_mass_da": 173.50
}